[1]
This record from the Open Molecules 2025 dataset describes an isolated molecule of C5H14N2Si in a non-equilibrium geometry. The level of theory is ωB97M-V/def2-TZVPD.

Output
- frontier orbital gap (eV) = 9.15
- highest occupied orbital energy (Eh) = -0.2994
- SMILES = C/N=N/C[Si](C)(C)C
- relative energy (zero: lowest compared OMol25 entry of this formula, charge and spin) (kJ/mol) = 244.2
- E_tot (Ha) = -597.824335
- LUMO (eV) = 1.0

```
22
C5H14N2Si, DFT ωB97M-V/def2-TZVPD
H -3.330 -1.368 0.335
N -1.497 0.699 -0.380
H 2.760 0.761 1.919
N -2.391 0.313 0.397
C 0.555 -1.521 0.963
C 1.414 -0.284 -1.813
H 3.549 0.232 0.454
Si 1.092 0.063 0.089
H -0.370 -1.843 0.632
H -4.470 0.019 0.708
H -3.944 -0.170 -1.056
H -0.279 2.098 -0.840
H 1.023 0.478 -2.427
H -0.575 1.870 1.091
C -0.352 1.371 0.093
H 1.137 -2.288 0.714
C 2.722 0.823 0.797
H 2.488 -0.254 -2.045
H 2.725 1.941 0.350
H 1.019 -1.254 -2.071
C -3.636 -0.415 0.013
H 0.361 -1.270 2.078
```

How is the electron density shared among the atoms? According to Löwdin, the charges in e are: 0.039 -0.136 0.029 -0.092 -0.171 -0.173 -0.005 0.590 -0.018 0.098 0.085 0.117 -0.006 0.088 -0.305 -0.028 -0.206 0.023 0.080 0.015 -0.103 0.082



[2]
This record from the Open Molecules 2025 dataset describes a cluster of 2 separate species, C5H14N3 in total in a non-equilibrium geometry. The level of theory is ωB97M-V/def2-TZVPD.

Output
- frontier orbital gap (eV) = 9.03
- highest occupied orbital energy (Eh) = -0.4565
- total charge = +1
- relative energy (zero: lowest compared OMol25 entry of this formula, charge and spin) (kJ/mol) = 307.6
- E_tot (Ha) = -362.862010
- LUMO (eV) = -3.4

```
22
C5H14N3, DFT ωB97M-V/def2-TZVPD
C -1.048 0.038 -0.970
C 0.515 -1.437 -2.131
H 1.156 -1.046 1.367
N 0.281 0.974 1.657
H 1.952 -0.043 2.646
N -2.331 0.337 -1.085
N -0.303 -0.661 -1.674
C 1.485 -1.092 -3.209
H -0.438 2.306 3.299
H 0.395 -0.681 2.815
H -1.591 1.788 2.046
H 0.389 -2.420 -1.609
H -2.833 0.352 -2.001
C -0.686 1.432 2.657
H 1.183 -0.234 -3.662
H 0.964 1.611 1.421
C 0.977 -0.269 2.097
H 2.467 -0.946 -2.698
H -0.888 0.593 3.334
H 1.559 -1.985 -3.803
H -2.708 0.899 -0.342
H -0.495 0.484 -0.158
```

How is the electron density shared among the atoms? According to Löwdin, the charges in e are: -0.170 -0.094 0.061 -0.192 0.113 0.178 0.145 0.006 0.087 0.021 0.084 0.171 0.160 -0.115 0.056 0.069 -0.102 0.123 0.077 0.093 0.113 0.115



[3]
This record from the Open Molecules 2025 dataset describes a cluster of 2 separate species, C5H14N3 in total in a non-equilibrium geometry. The level of theory is ωB97M-V/def2-TZVPD.

Output
- frontier orbital gap (eV) = 8.85
- highest occupied orbital energy (Eh) = -0.4407
- total charge = +1
- relative energy (zero: lowest compared OMol25 entry of this formula, charge and spin) (kJ/mol) = 149.0
- E_tot (Ha) = -362.922422
- LUMO (eV) = -3.1

```
22
C5H14N3, DFT ωB97M-V/def2-TZVPD
C 0.999 -0.988 1.388
H -0.784 2.663 -0.524
H 1.296 2.004 1.712
H -0.230 -1.419 -3.397
H -1.147 1.613 -2.466
C -0.861 1.002 -1.618
C 0.098 -1.841 0.859
C -1.128 -1.014 -2.936
C 1.591 1.196 2.390
H -0.946 -1.793 1.157
N -0.581 1.685 -0.514
H -1.787 -1.847 -2.696
H -0.135 1.292 0.300
H 1.566 1.571 3.410
H -0.594 -0.843 -0.884
H 2.618 0.920 2.159
H 2.056 -1.230 1.310
N -0.849 -0.284 -1.703
H -0.241 0.202 2.433
H 0.455 -2.766 0.431
H -1.652 -0.362 -3.630
N 0.743 0.014 2.285
```

How is the electron density shared among the atoms? According to Löwdin, the charges in e are: -0.248 0.126 0.064 0.100 0.166 -0.133 -0.052 -0.014 -0.084 0.068 0.195 0.101 0.083 0.089 0.091 0.092 0.126 0.033 0.129 0.059 0.097 -0.088



[4]
This record from the Open Molecules 2025 dataset describes a cluster of 2 separate species, C5H14N3 in total in a non-equilibrium geometry. The level of theory is ωB97M-V/def2-TZVPD.

Output
- frontier orbital gap (spin up / spin down) (eV) = 7.08 / 10.33
- highest occupied orbital energy (spin up / spin down) (Eh) = -0.4127 / -0.5824
- 2S+1 = 3
- expectation value of S² = 2.007
- total charge = +1
- relative energy (zero: lowest compared OMol25 entry of this formula, charge and spin) (kJ/mol) = 155.9
- E_tot (Ha) = -362.725263
- LUMO (spin up / spin down) (eV) = -4.2 / -5.5

```
22
C5H14N3, DFT ωB97M-V/def2-TZVPD
H 0.090 0.799 -1.079
N 2.427 0.657 -2.057
H 3.195 2.134 -1.215
N 2.218 1.650 -1.307
H -1.814 -1.455 -1.876
H -0.352 -1.092 -2.540
H -2.209 -0.686 1.782
C -0.695 0.095 -0.749
H -1.330 -1.849 0.713
H -0.635 -1.368 2.354
C -1.209 -1.088 1.457
C 1.271 0.022 2.427
N -0.478 -0.092 0.754
H 1.382 -1.161 2.452
H 0.488 0.451 3.079
H -1.720 0.482 -0.827
H 1.617 0.106 -1.904
C -0.797 -1.173 -1.575
H -0.316 -2.069 -1.290
H 1.268 0.990 0.547
H 2.218 0.535 2.473
C 0.680 0.292 1.130
```

How is the electron density shared among the atoms? According to Löwdin, the charges in e are: 0.085 0.019 0.139 -0.072 0.100 0.075 0.144 -0.123 0.092 0.096 0.015 -0.011 -0.095 0.162 0.126 0.137 0.013 -0.078 0.074 0.107 0.092 -0.097



[5]
This record from the Open Molecules 2025 dataset describes a cluster of 2 separate species, C5H14N4 in total in a non-equilibrium geometry. The level of theory is ωB97M-V/def2-TZVPD.

Output
- frontier orbital gap (eV) = 8.55
- highest occupied orbital energy (Eh) = -0.2856
- SMILES = [H]/N=C(\N)NC.C=C(C)N
- relative energy (zero: lowest compared OMol25 entry of this formula, charge and spin) (kJ/mol) = 200.4
- E_tot (Ha) = -417.852161
- LUMO (eV) = 0.8

```
23
C5H14N4, DFT ωB97M-V/def2-TZVPD
H 1.876 2.219 -0.622
N -1.685 0.808 1.476
N -0.861 -1.665 -0.432
H 0.418 0.235 0.421
H -1.454 -1.409 0.350
C 0.489 -1.287 -0.217
H -2.820 2.151 -0.303
C 0.893 1.797 -0.820
H -2.626 1.062 1.741
H 2.339 -1.105 -1.253
C 1.274 -0.925 -1.317
N -1.821 2.147 -0.489
H 0.295 2.370 -1.522
H 1.184 0.614 -1.360
H -1.251 -1.267 -1.277
H 2.126 -1.609 1.151
H 0.525 -1.705 1.896
H 1.098 -3.032 0.893
C 1.101 -1.944 0.999
H -1.061 0.711 2.263
N 0.236 1.385 0.329
H 0.879 -1.085 -2.314
C -1.153 1.535 0.405
```

How is the electron density shared among the atoms? According to Löwdin, the charges in e are: 0.072 0.104 0.078 0.111 0.062 -0.507 0.037 -0.143 0.089 0.083 -0.046 0.116 0.068 0.083 0.086 0.081 0.070 0.086 -0.056 0.089 -0.071 0.085 -0.577



[6]
This record from the Open Molecules 2025 dataset describes a cluster of 2 separate species, C5H14N4 in total in a non-equilibrium geometry. The level of theory is ωB97M-V/def2-TZVPD.

Output
- frontier orbital gap (eV) = 8.54
- highest occupied orbital energy (Eh) = -0.2874
- SMILES = [H]/N=C(\N)N(C)C.C=CN
- relative energy (zero: lowest compared OMol25 entry of this formula, charge and spin) (kJ/mol) = 98.7
- E_tot (Ha) = -417.890901
- LUMO (eV) = 0.7

```
23
C5H14N4, DFT ωB97M-V/def2-TZVPD
H -1.612 2.273 -1.177
H 1.599 -0.890 -1.472
H 1.531 -1.195 1.958
N -1.166 2.281 -0.266
C 0.212 2.345 -0.281
H 0.368 -2.523 1.765
H 0.637 2.598 -1.250
C 1.405 -1.586 -0.649
C -0.985 -0.784 -0.241
H -1.552 1.845 0.571
H 2.067 2.246 0.711
H 0.567 1.898 1.752
H -0.333 -0.458 -2.123
H -2.872 -0.787 -0.016
H 2.356 -1.691 -0.113
C 0.519 -1.448 1.617
N 0.337 -1.097 0.211
N -1.143 -0.739 -1.586
N -2.016 -0.850 0.530
H -0.177 -0.913 2.271
H -1.876 -0.134 -1.929
H 1.143 -2.561 -1.074
C 0.989 2.171 0.789
```

How is the electron density shared among the atoms? According to Löwdin, the charges in e are: 0.080 0.073 0.079 0.034 -0.330 0.085 0.100 -0.079 -0.562 0.086 0.038 0.049 0.075 0.035 0.087 -0.093 -0.174 0.121 0.091 0.072 0.090 0.088 -0.045



[7]
This record from the Open Molecules 2025 dataset describes a cluster of 2 separate species, C5H14N4 in total in a non-equilibrium geometry. The level of theory is ωB97M-V/def2-TZVPD.

Output
- frontier orbital gap (eV) = 9.59
- highest occupied orbital energy (Eh) = -0.6226
- total charge = +2
- relative energy (zero: lowest compared OMol25 entry of this formula, charge and spin) (kJ/mol) = 323.2
- E_tot (Ha) = -417.208421
- LUMO (eV) = -7.4

```
23
C5H14N4, DFT ωB97M-V/def2-TZVPD
H 0.833 -0.322 2.575
H -2.895 0.316 -1.975
C -1.653 0.870 -0.238
H 2.632 -1.407 -1.766
H -0.086 -0.242 -1.316
C 2.753 -1.579 1.400
H -3.339 0.203 0.664
C -0.195 0.452 -0.498
H -2.231 -0.964 0.421
H -0.492 0.424 2.354
N -2.346 -0.029 0.437
H -1.555 1.353 -2.411
H -2.912 1.944 -1.500
H 2.394 -1.474 2.363
N 0.247 0.033 1.867
N 2.870 -0.824 -0.925
H 3.037 0.170 -1.204
C 0.562 -0.114 0.617
H 0.344 1.445 -0.814
H -1.648 1.850 0.152
N -2.293 1.139 -1.721
H 3.598 -2.177 1.262
C 2.377 -1.069 0.256
```

How is the electron density shared among the atoms? According to Löwdin, the charges in e are: 0.106 0.186 -0.372 0.159 0.123 0.128 0.166 -0.112 0.084 0.120 0.122 0.162 0.173 0.057 0.236 0.110 0.157 -0.051 0.192 0.146 0.228 0.092 -0.213



[8]
This record from the Open Molecules 2025 dataset describes a cluster of 2 separate species, C5H14NO in total in a non-equilibrium geometry. The level of theory is ωB97M-V/def2-TZVPD.

Output
- frontier orbital gap (eV) = 10.73
- highest occupied orbital energy (Eh) = -0.5161
- total charge = +1
- relative energy (zero: lowest compared OMol25 entry of this formula, charge and spin) (kJ/mol) = 155.6
- E_tot (Ha) = -328.626971
- LUMO (eV) = -3.3

```
21
C5H14NO, DFT ωB97M-V/def2-TZVPD
H 0.939 0.924 0.801
H -2.738 -0.208 0.981
H 0.018 -1.229 1.896
N 0.584 2.025 -1.043
C -1.098 0.827 0.168
H 0.417 -2.072 -0.253
H 1.059 2.886 -0.747
C -0.647 -2.125 -0.011
H 1.280 1.530 -1.624
H 3.124 -0.367 -1.912
H -1.094 -1.518 -0.802
H -1.128 -3.100 -0.047
H -1.476 0.340 2.213
O 2.943 0.386 -1.323
H 3.727 0.636 -0.840
C -1.683 -0.073 1.225
C -0.909 -1.442 1.343
H -1.815 0.998 -0.630
H -0.204 2.426 -1.554
H -1.473 -2.035 2.069
C 0.173 1.191 0.089
```

How is the electron density shared among the atoms? According to Löwdin, the charges in e are: 0.136 0.117 0.101 0.182 -0.082 0.070 0.177 -0.090 0.132 0.079 0.059 0.078 0.118 -0.040 0.058 -0.176 -0.233 0.126 0.172 0.108 -0.091



[9]
This record from the Open Molecules 2025 dataset describes a cluster of 2 separate species, C5H14NO in total in a non-equilibrium geometry. The level of theory is ωB97M-V/def2-TZVPD.

Output
- frontier orbital gap (spin up / spin down) (eV) = 8.15 / 5.43
- highest occupied orbital energy (spin up / spin down) (Eh) = -0.6612 / -0.6612
- 2S+1 = 2
- expectation value of S² = 0.754
- total charge = +2
- relative energy (zero: lowest compared OMol25 entry of this formula, charge and spin) (kJ/mol) = 394.5
- E_tot (Ha) = -328.037245
- LUMO (spin up / spin down) (eV) = -9.8 / -12.6

```
21
C5H14NO, DFT ωB97M-V/def2-TZVPD
C -1.031 2.710 -0.622
H 0.061 -0.067 -0.704
H 2.682 0.424 1.376
H 2.143 -1.618 0.294
H -1.255 1.175 -2.196
H -1.643 2.029 0.138
H -1.927 -4.110 2.891
O 1.421 -1.208 0.704
H 0.157 2.298 -2.444
C 0.546 0.673 -1.276
H 2.771 1.437 -0.595
H -1.653 3.441 -1.066
N -2.260 -4.455 2.016
C -0.450 1.786 -1.707
H -0.295 3.243 -0.033
H -1.705 -4.462 1.193
C 1.722 0.221 0.858
H -3.001 -5.207 2.056
H 0.926 0.470 1.691
C 1.736 0.976 -0.319
H 1.054 0.245 -2.256
```

How is the electron density shared among the atoms? According to Löwdin, the charges in e are: -0.080 0.081 0.148 0.078 0.138 0.127 0.141 -0.006 0.111 -0.131 0.201 0.065 0.534 -0.212 0.069 0.132 -0.211 0.193 0.221 0.200 0.201



[10]
This record from the Open Molecules 2025 dataset describes a cluster of 2 separate species, C5H14NO2 in total in a non-equilibrium geometry. The level of theory is ωB97M-V/def2-TZVPD.

Output
- frontier orbital gap (eV) = 6.20
- highest occupied orbital energy (Eh) = -0.1062
- total charge = -1
- relative energy (zero: lowest compared OMol25 entry of this formula, charge and spin) (kJ/mol) = 120.1
- E_tot (Ha) = -404.108830
- LUMO (eV) = 3.3

```
22
C5H14NO2, DFT ωB97M-V/def2-TZVPD
C 4.320 0.662 0.230
H 1.003 -0.196 1.944
N 2.908 0.879 0.295
H 2.623 -1.141 -0.115
H 4.592 0.038 -0.622
C -1.666 -0.519 0.103
H 2.592 1.264 1.147
C 2.018 -0.216 -0.067
O -2.422 -0.041 -0.898
H -0.300 1.036 -0.417
H -0.656 1.116 1.222
H -1.175 -1.497 -0.175
O -5.107 -0.431 -0.943
H 1.628 -0.115 -1.086
C -0.457 0.375 0.434
H 4.870 1.587 0.036
H 4.736 0.287 1.171
H 0.538 -1.408 0.853
H -4.746 -1.266 -0.633
H -2.158 -0.707 1.096
C 0.846 -0.376 0.874
H -4.247 -0.029 -1.183
```

How is the electron density shared among the atoms? According to Löwdin, the charges in e are: -0.168 0.100 -0.134 0.101 0.074 -0.529 0.079 -0.259 -0.334 0.090 0.086 0.078 -0.138 0.113 -0.220 0.060 0.068 0.075 0.003 0.089 -0.215 -0.019



Question: The highest E_tot belongs to which entry?
Answer: number 9



Question: What is the relative energy (zero: lowest compared OMol25 entry of this formula, charge and spin) in the eighth record?
Answer: 155.6 kJ/mol